Computed, not measured: an isolated molecule of C18H25N5O2S in a non-equilibrium geometry, with ωB97M-V/def2-TZVPD.

Last column: natural (NBO) charge in e.
Cartesian coordinates (Å):
C: 5.4969 2.1532 1.2217  -0.6225
C: 4.2205 1.4189 1.5040  -0.0572
C: 3.1503 2.0407 2.1285  -0.1994
C: 1.9809 1.3524 2.3921  -0.2590
C: 1.8441 0.0124 2.0386  0.2205
N: 0.6884 -0.7110 2.3310  -0.6112
C: -0.5982 -0.0423 2.4122  -0.2643
C: -0.8877 0.6380 1.1168  0.3106
N: -0.5536 1.8686 0.8309  -0.2868
N: -0.7380 2.0663 -0.4795  -0.2994
C: -1.1796 0.9488 -0.9835  0.1576
S: -1.3576 0.6110 -2.6895  0.2575
C: 0.4104 0.8510 -3.0970  -0.6028
C: 1.2419 0.2462 -1.9728  0.6678
N: 2.0643 1.1113 -1.3554  -0.8049
O: 1.1630 -0.9263 -1.6701  -0.6472
N: -1.3000 -0.0077 -0.0154  -0.3725
C: -1.7960 -1.3415 -0.1741  -0.2388
C: -3.2936 -1.4354 0.1864  0.1038
C: -4.1908 -0.6533 -0.7931  -0.4422
C: -5.2628 -1.6732 -1.1815  -0.4249
C: -4.5103 -2.9884 -0.9946  -0.0682
O: -3.7067 -2.7882 0.1531  -0.5247
C: 2.9239 -0.6382 1.4155  -0.0659
C: 2.8268 -2.0760 0.9936  -0.6570
C: 4.0829 0.0784 1.1598  -0.2219
H: 5.3242 3.2260 1.1773  0.2138
H: 5.9335 1.8261 0.2798  0.2130
H: 6.2237 1.9603 2.0116  0.2172
H: 3.2237 3.0803 2.4114  0.2096
H: 1.1661 1.8756 2.8618  0.2228
H: 0.6451 -1.5716 1.8021  0.3799
H: -1.3577 -0.7906 2.6480  0.2192
H: -0.5762 0.7018 3.2094  0.2299
H: 0.5743 0.3071 -4.0261  0.2518
H: 0.5962 1.9147 -3.2318  0.2269
H: 2.5852 0.7873 -0.5490  0.4234
H: 1.9684 2.1050 -1.4726  0.4051
H: -1.2354 -2.0236 0.4693  0.2131
H: -1.6410 -1.6415 -1.2141  0.2443
H: -3.4256 -1.0837 1.2190  0.1760
H: -4.6090 0.2400 -0.3343  0.2276
H: -3.6187 -0.3531 -1.6725  0.2080
H: -5.6253 -1.5382 -2.1968  0.2192
H: -6.1042 -1.6262 -0.4899  0.2074
H: -5.1544 -3.8452 -0.7964  0.1961
H: -3.8804 -3.2034 -1.8692  0.1612
H: 2.1083 -2.1824 0.1783  0.2464
H: 3.7908 -2.4252 0.6324  0.2224
H: 2.5236 -2.7137 1.8235  0.2111
H: 4.9079 -0.4253 0.6742  0.2074

Atomic forces in eV per Å
C 0.02 -0.05 0.09
C -0.01 0.04 -0.07
C 0.08 -0.10 -0.07
C -0.05 -0.16 0.06
C 0.37 0.17 0.04
N 0.00 -0.63 0.07
C 0.06 0.09 -0.13
C -0.25 -0.15 -0.07
N 0.08 0.13 1.07
N -0.26 0.29 -0.85
C -0.31 -0.24 -0.34
S 0.11 0.18 -0.15
C -0.38 -0.08 0.14
C 0.27 0.40 -0.26
N 0.34 0.13 0.09
O -0.10 -0.51 0.00
N 0.27 0.82 0.11
C -0.46 -0.71 0.13
C 0.34 0.37 0.12
C -0.01 -0.05 0.11
C 0.15 -0.19 0.12
C -0.25 -0.01 -0.27
O 0.15 -0.06 0.14
C -0.03 -0.07 -0.02
C -0.07 0.10 0.02
C -0.08 0.13 0.17
H 0.05 0.08 -0.03
H 0.07 0.04 -0.06
H 0.11 0.05 0.00
H 0.00 0.13 0.02
H -0.09 0.07 0.02
H -0.04 0.07 0.09
H 0.06 0.09 0.08
H -0.14 -0.08 -0.05
H 0.12 0.03 0.02
H 0.06 -0.07 -0.04
H -0.06 0.00 -0.02
H -0.11 -0.05 -0.03
H 0.01 0.05 -0.09
H 0.07 0.00 0.16
H 0.02 0.00 -0.13
H 0.03 0.05 -0.05
H -0.04 0.01 0.01
H -0.07 0.02 -0.05
H -0.04 -0.02 -0.03
H 0.04 0.02 -0.08
H -0.07 -0.02 0.03
H -0.05 -0.07 -0.03
H 0.03 -0.06 -0.02
H -0.01 -0.11 0.07
H 0.08 -0.08 -0.07

Electronic energy in hartree: -1523.3779
ΔE to the lowest compared entry with this formula, charge and spin in eV: 0.948
LUMO in eV: 0.61
SMILES: Cc1ccc(NCc2nnc(SCC(N)=O)n2C[C@H]2CCCO2)c(C)c1
2S+1: 1
Frontier orbital gap in eV: 8.402
Strongest force on any atom in Eh/bohr: 0.02096



Computed, not measured: a cluster of 2 separate species, C5H10NO in total in a non-equilibrium geometry, with ωB97M-V/def2-TZVPD.

Last column: natural (NBO) charge in e.
Cartesian coordinates (Å):
C: -0.6899 -2.7531 1.5693  0.4961
C: -0.4881 -0.0190 0.9338  -0.1295
C: 0.0420 0.5507 -0.2829  0.1086
C: -0.0063 2.0514 -0.7039  -0.6263
C: -0.0440 -0.2140 -1.6063  -0.6217
N: 0.9832 0.0935 0.8557  -0.5842
O: 0.3676 -3.0456 1.9515  -0.3821
H: -1.7000 -3.0178 1.4649  0.2135
H: -1.0632 0.2829 1.7658  0.2263
H: -0.9514 2.6117 -0.8444  0.2682
H: 0.5077 2.0871 -1.5604  0.2221
H: 0.4947 2.7470 0.0366  0.2283
H: 0.8415 -0.2410 -2.1683  0.2388
H: -0.8166 0.2304 -2.1682  0.2480
H: -0.4164 -1.2730 -1.5076  0.2244
H: 1.5804 0.7381 1.3813  0.4377
H: 1.3587 -0.8293 0.8830  0.4316

Atomic forces in eV per Å
C 3.06 2.30 0.02
C 0.10 -1.35 -0.02
C -1.50 0.57 -1.23
C -0.46 1.08 4.86
C -0.81 -2.53 1.85
N -0.23 0.43 0.06
O -1.44 -0.14 -0.42
H -1.46 -0.91 0.01
H -0.32 0.87 0.53
H -0.10 -1.35 0.10
H 2.00 0.48 -3.29
H -0.18 -0.96 -0.60
H 1.32 0.27 -0.69
H -0.79 0.90 -0.73
H 0.65 0.89 0.32
H -0.61 0.25 -0.19
H 0.77 -0.79 -0.59

Electronic energy in hartree: -326.0573
ΔE to the lowest compared entry with this formula, charge and spin in eV: 6.110
Total charge: +1
LUMO (alpha / beta) in eV: -3.94 / -4.92
2S+1: 1
Frontier orbital gap (alpha / beta) in eV: 9.406 / 7.317
Strongest force on any atom in Eh/bohr: 0.09721



Computed, not measured: a structure of composition C26H34ClO2Re in a non-equilibrium geometry, with ωB97M-V/def2-TZVPD.

Last column: natural (NBO) charge in e.
Cartesian coordinates (Å):
O: -0.0785 -0.4695 -3.3861  -0.5894
C: 1.0719 -0.2086 -4.2741  -0.0656
C: 0.2798 0.9121 -5.0040  -0.4608
H: 1.2999 -1.0850 -4.9320  0.2354
H: 1.9123 0.1184 -3.6261  0.1519
C: -0.7813 0.7360 -3.8859  0.2706
H: -0.2002 0.5846 -5.9303  0.2288
H: 0.8682 1.8272 -5.1214  0.2103
C: -2.1444 0.2031 -4.3197  -0.6337
H: -2.0513 -0.8036 -4.7676  0.2414
H: -2.6082 0.8576 -5.0598  0.2179
H: -2.7785 0.1624 -3.4247  0.1993
C: -0.7687 1.9970 -3.0070  -0.6204
H: 0.2675 2.3230 -2.8165  0.2050
H: -1.2716 1.8244 -2.0436  0.1750
H: -1.2905 2.8025 -3.5699  0.2379
Re: 0.0795 -0.2727 0.6647  1.1109
C: 0.8109 1.5186 1.7122  -0.3817
C: 2.1216 0.9126 1.6597  -0.1384
C: 2.5245 0.8229 0.2947  -0.2375
H: 2.7274 0.6688 2.5197  0.2621
C: 1.5149 1.4084 -0.5236  -0.2119
C: 0.4464 1.8736 0.3344  -0.3182
H: -0.3670 2.5205 0.0353  0.2615
H: 0.2865 1.8299 2.6085  0.2651
H: 3.4531 0.4010 -0.0602  0.2518
H: 1.5831 1.5903 -1.5841  0.2604
C: -1.5247 -0.7161 1.9974  -0.2974
C: -1.8123 0.4816 1.2617  -0.2646
C: -1.8267 0.1505 -0.1347  -0.2846
H: -2.0078 1.4601 1.6979  0.2695
C: -1.5890 -1.2573 -0.2679  -0.2831
C: -1.4128 -1.7859 1.0474  -0.2062
H: -1.3085 -2.8332 1.2925  0.2782
H: -1.5129 -0.8161 3.0771  0.2884
H: -2.0830 0.8090 -0.9528  0.2725
H: -1.6168 -1.8167 -1.1988  0.2966
O: 0.4911 -1.4482 -6.5438  -0.5691
C: 0.0634 -0.5158 -7.6071  -0.0816
C: 0.4624 -1.0416 -8.9863  -0.4350
H: 0.5699 0.4598 -7.4656  0.1750
H: -1.0220 -0.3596 -7.4916  0.1921
C: 1.4966 -2.1723 -8.6726  -0.4320
H: 0.8859 -0.2124 -9.5648  0.2232
H: -0.4151 -1.4361 -9.5112  0.2163
C: 1.3497 -2.4475 -7.1421  -0.0716
H: 2.5162 -1.8252 -8.9070  0.2149
H: 1.3042 -3.0986 -9.2324  0.2252
H: 2.3241 -2.4267 -6.6153  0.1780
H: 0.8932 -3.4474 -6.9795  0.1819
Cl: 1.3829 -1.4830 3.4663  0.0289
C: 1.2590 -3.0182 2.7003  0.0198
C: 1.1804 -4.1611 3.4905  -0.2428
C: 1.2033 -5.4205 2.8756  -0.2033
C: 1.2412 -5.5197 1.4836  -0.1933
C: 1.2640 -4.3742 0.6948  -0.2010
C: 1.3098 -3.1021 1.2872  -0.0908
C: 1.4822 -1.9200 0.4166  -0.7243
H: 1.1230 -4.0433 4.5685  0.2346
H: 1.2064 -6.3128 3.4960  0.2323
H: 1.2479 -6.5000 1.0017  0.2295
H: 1.2716 -4.4456 -0.3970  0.2231
H: 1.0578 -2.0785 -0.5992  0.2351
H: 2.5496 -1.6809 0.3069  0.2379

Atomic forces in eV per Å
O 0.47 0.99 0.37
C -0.48 -0.35 0.22
C -0.03 -1.01 0.33
H 0.06 1.01 1.27
H -0.20 -0.01 -0.64
C 0.82 -0.29 -0.51
H 0.69 0.47 0.74
H -0.64 0.16 0.06
C 0.09 0.50 0.08
H 0.11 0.54 0.33
H -0.14 0.11 0.12
H -0.16 -0.16 -0.27
C -0.41 -0.43 0.02
H -0.52 -0.08 -0.16
H 0.19 0.42 -0.49
H 0.30 -0.47 0.45
Re 4.65 -0.33 -0.45
C 0.88 0.78 -0.87
C -0.04 0.75 -1.35
C 0.23 1.01 0.96
H -0.17 -0.30 -0.14
C -0.59 -0.18 1.37
C 1.67 0.39 0.43
H 0.06 -0.19 0.05
H 0.16 -0.02 -0.18
H -0.11 -0.01 0.03
H -0.11 -0.35 0.04
C -1.58 -0.11 -0.19
C -2.01 0.20 0.43
C -1.86 -0.27 -0.01
H 0.10 -0.32 -0.21
C -1.48 -0.22 0.09
C -0.95 -0.72 0.09
H 0.27 0.11 -0.03
H 0.33 0.06 -0.24
H 0.18 -0.12 0.30
H 0.31 0.15 0.17
O -0.32 -0.08 -2.87
C 0.36 0.02 0.19
C -0.04 -0.76 0.45
H -0.19 -0.61 -0.03
H 0.37 -0.11 -0.08
C 0.03 0.40 0.39
H -0.06 -0.41 -0.02
H 0.27 0.04 0.03
C -0.11 -0.36 -0.12
H -0.39 -0.21 0.09
H 0.08 0.44 0.07
H -0.39 0.00 -0.28
H 0.22 0.59 0.01
Cl -0.12 0.29 0.43
C 0.15 -1.21 -1.18
C 0.07 -0.12 -0.38
C -0.03 0.39 0.04
C -0.12 -0.18 0.07
C -0.02 0.13 0.48
C 0.07 -0.68 0.40
C -0.07 0.82 -0.38
H 0.08 -0.17 -0.14
H -0.08 0.14 -0.14
H 0.00 0.29 0.22
H 0.07 0.00 0.40
H 0.47 -0.41 0.07
H -0.38 0.05 0.06

Electronic energy in hartree: -1699.6080
ΔE to the lowest compared entry with this formula, charge and spin in eV: 0.000
Total charge: +1
LUMO (alpha / beta) in eV: -2.52 / -4.93
⟨S²⟩: 3.77
2S+1: 4
Frontier orbital gap (alpha / beta) in eV: 7.208 / 6.453
Strongest force on any atom in Eh/bohr: 0.09116



Computed, not measured: a structure of composition C22H35Cl3N3O6Ti in a non-equilibrium geometry, with ωB97M-V/def2-TZVPD.

Last column: natural (NBO) charge in e.
Cartesian coordinates (Å):
O: 2.0634 0.2247 -3.1771  -0.5688
C: 0.9046 0.4353 -3.4431  0.4711
C: 0.2783 1.7115 -3.8089  -0.1370
C: 0.3645 2.9139 -3.0811  -0.1974
H: 0.3883 2.9465 -1.9918  0.2839
C: 0.5438 4.0696 -3.8343  -0.2109
H: 0.7981 4.9921 -3.3262  0.2215
C: 0.4461 4.0048 -5.2339  -0.2131
H: 0.7023 4.8732 -5.8342  0.2123
C: 0.0154 2.8358 -5.8787  -0.2258
H: -0.0745 2.7841 -6.9596  0.2166
C: -0.2154 1.6902 -5.1244  -0.1902
H: -0.5795 0.7656 -5.5837  0.2168
H: 0.1663 -0.3457 -3.2934  0.1092
C: -2.3728 -1.3106 -2.3223  -0.6635
C: -2.2079 -0.0354 -1.4913  -0.2993
H: -2.9296 -1.0436 -3.2294  0.2037
H: -2.9432 -1.9708 -1.6703  0.2131
H: -1.4263 -1.8339 -2.6608  0.1949
C: -2.6755 1.1682 -1.8155  -0.1961
C: -4.1100 1.1666 -2.0774  -0.6544
H: -2.1358 2.1169 -1.9688  0.2166
H: -4.2894 1.4513 -3.1092  0.2036
H: -4.6207 1.8474 -1.4228  0.2230
H: -4.4779 0.1436 -1.9078  0.2085
Ti: -1.5257 0.0173 0.3029  1.2238
Cl: -3.6215 -0.1918 1.0066  -0.4972
C: -1.1896 0.1672 2.9987  0.5377
O: -0.6376 -0.4865 2.0841  -0.6498
N: -0.9814 -0.2422 4.2166  -0.3837
C: -0.2166 -1.4362 4.4680  -0.4216
C: -1.6162 0.4578 5.2828  -0.3958
H: -1.8296 1.0714 2.8525  0.1773
H: 0.3852 -1.8320 3.6384  0.2601
H: -0.8892 -2.2239 4.8052  0.2003
H: 0.4429 -1.2048 5.2976  0.2016
H: -1.9317 1.4233 4.8835  0.2144
H: -0.8752 0.5648 6.0647  0.2067
H: -2.4807 -0.1264 5.6053  0.2017
H: 4.8768 2.0937 -1.8889  0.1827
H: 5.1565 1.8728 0.6398  0.1853
C: 3.8418 1.7554 -1.7805  -0.4229
C: 4.0650 1.8294 0.6373  -0.4151
N: 3.6064 1.1117 -0.5180  -0.4377
H: 3.6453 1.0632 -2.6057  0.2501
C: 2.8154 0.0107 -0.3782  0.5404
O: 2.1544 -0.2600 0.5999  -0.6349
H: 3.7253 1.3228 1.5319  0.2269
H: 2.8657 -0.6200 -1.2948  0.1135
H: 3.1560 2.5994 -1.9047  0.2055
H: 3.6756 2.8467 0.6250  0.2072
H: -0.1611 -4.9773 0.8420  0.2044
H: 1.9509 -5.0522 -0.7244  0.2047
C: -0.6332 -4.4540 0.0060  -0.4197
C: 1.3435 -4.4858 -1.4370  -0.4018
N: 0.3702 -3.6890 -0.7175  -0.3861
H: -1.4527 -3.8390 0.3726  0.2483
C: 0.3954 -2.3694 -0.7507  0.5872
O: -0.4394 -1.6559 -0.1335  -0.6547
H: 1.9873 -3.8387 -2.0379  0.2217
H: 1.1961 -1.9348 -1.3764  0.1656
H: -1.0190 -5.2198 -0.6744  0.2043
H: 0.8117 -5.1931 -2.0804  0.2045
Cl: 1.4027 2.0784 3.1225  0.0019
C: 0.3492 3.1070 2.1106  -0.3078
Cl: 0.8966 4.7956 2.0648  0.0052
C: 0.3179 2.6019 0.6708  0.7803
O: 1.0732 3.0392 -0.2126  -0.6348
O: -0.5951 1.6517 0.4915  -0.7659
H: -0.6842 3.0426 2.4757  0.2281

Atomic forces in eV per Å
O -0.49 -0.01 -0.94
C -1.44 -0.32 1.81
C -0.39 0.28 -0.22
C 0.88 -0.01 -0.81
H 0.54 -0.29 -0.42
C -0.68 -0.31 -0.42
H -0.19 0.06 -0.11
C 0.08 -0.12 -0.18
H -0.08 -0.07 0.09
C -0.28 0.59 0.32
H -0.25 0.24 0.14
C 1.09 0.21 0.01
H 0.49 0.18 0.12
H -0.34 -0.96 -0.44
C -0.96 0.49 0.47
C 4.38 -1.60 -2.64
H -0.14 -0.48 0.06
H -0.16 -0.78 -0.48
H -0.79 0.85 0.73
C -0.14 0.68 0.15
C -0.89 -0.41 -1.32
H 0.00 -0.41 1.13
H -0.52 0.23 -0.34
H -0.43 0.34 0.33
H -0.30 0.51 -0.08
Ti 0.72 0.21 -1.15
Cl -1.55 -0.24 1.33
C 1.11 -0.94 -1.21
O -0.73 0.59 0.53
N -0.13 0.27 -0.17
C 0.27 -0.53 0.72
C -0.13 -0.25 0.23
H 0.46 -0.68 0.04
H -0.49 0.71 0.08
H -0.09 -0.17 0.02
H 0.27 -0.10 0.19
H -0.05 -0.03 0.44
H -0.19 0.31 0.48
H -0.03 0.26 0.41
H -0.03 0.09 0.34
H 0.05 0.01 -0.07
C 0.39 -0.38 -0.94
C -0.21 0.30 0.25
N 0.17 -0.56 0.39
H 0.29 0.44 0.51
C 0.58 0.75 -1.04
O 0.09 -0.57 0.50
H -0.06 0.00 0.12
H -0.28 0.22 0.36
H 0.11 0.06 0.05
H -0.07 0.12 0.16
H -0.04 0.10 0.04
H 0.03 0.04 -0.14
C 0.02 -0.28 0.00
C 0.08 0.00 0.04
N -0.12 -0.21 -0.05
H 0.22 0.14 -0.12
C -1.18 1.43 0.79
O 1.32 -1.55 -1.12
H -0.09 -0.15 0.09
H -0.32 -0.03 0.33
H -0.10 0.13 0.09
H 0.17 0.10 -0.04
Cl -0.29 0.32 -0.17
C -0.22 0.36 -0.40
Cl -0.14 -0.17 0.51
C -0.05 -1.57 -2.31
O -1.26 -0.81 2.15
O 2.00 3.11 0.54
H 0.53 0.25 0.23

Electronic energy in hartree: -3705.0060
ΔE to the lowest compared entry with this formula, charge and spin in eV: 2.240
LUMO (alpha / beta) in eV: 0.35 / 0.35
⟨S²⟩: 0.77
2S+1: 2
Frontier orbital gap (alpha / beta) in eV: 6.297 / 6.748
Strongest force on any atom in Eh/bohr: 0.10416